A molecular structure, C6H9NO in a non-equilibrium geometry, computed with ωB97M-V/def2-TZVPD.

## Properties
- LUMO energy: 0.9609 eV
- Energy: -363.83366 Ha
- E_HOMO: -8.329 eV
- Frontier orbital gap: 9.290 eV
- 2S+1: 1

```
17
Properties=species:S:1:pos:R:3:forces:R:3
C 1.5939 -0.2183 0.2160 -2.346 2.568 -1.295
C 1.2469 1.3184 0.0792 -0.539 0.554 5.001
C -0.0894 0.8955 -0.3269 -4.549 0.278 -0.873
C -1.7927 0.9505 -0.1072 2.678 2.656 1.703
C -2.1028 -0.5272 -0.0386 1.307 -0.919 2.524
C 0.0777 -0.3303 0.4209 2.256 -3.883 0.204
H 1.8131 1.9629 -0.4274 2.264 2.258 -2.471
H 1.0695 1.7949 1.0768 0.840 -0.394 -0.250
H -0.1132 0.7176 -1.3482 0.495 -0.952 -2.116
H -1.8896 1.5086 0.8658 -0.343 -0.928 -0.627
H -2.3458 1.5590 -0.8124 0.152 -0.214 -0.490
H -2.6360 -0.8019 0.8777 -0.566 0.512 -0.234
H -2.5455 -0.9669 -0.8386 -2.064 -0.516 -2.457
H -0.7406 -2.2918 -0.7259 0.184 4.845 3.142
H 0.0159 -0.1915 1.4872 -0.408 0.794 0.884
N -0.8466 -1.3052 0.0810 -0.881 -5.197 -2.609
O 2.4620 -0.8358 -0.2727 1.520 -1.463 -0.036
```
Forces are in eV/Å.

Atom charges from the Mulliken analysis, given in e for atoms 1 to 6: 0.386, -0.891, 0.047, -0.667, -0.579, -0.101